Molecular formula: C12H13AuF7N6O4S2
Method: DFT, wB97M-V/def2-TZVPD

Its spin multiplicity is 3. The calculation puts the frontier orbital gap (spin up / spin down) at 9.34 / 6.99 eV. As for the charge: +1. Its expectation value of S² is 2.0346. The energy relative to the best compared isomer or geometry (same formula, charge and spin) is 24.2 kJ/mol.

Each line ends with the Löwdin spin population.
CARTESIAN COORDINATES (ANGSTROEM)
Au 0.204 -0.850 0.811  0.60
F -1.575 2.551 3.867  0.00
C -1.317 1.362 3.367  0.00
F -1.635 0.425 4.265  0.00
F -0.005 1.263 3.123  0.00
S -2.315 1.084 1.823  0.00
O -1.778 -0.180 1.269  0.03
O -3.655 1.016 2.270  0.01
N -2.044 2.326 0.938  0.00
S -0.830 2.511 -0.046  0.00
O 0.370 1.789 0.327  0.00
O -1.207 2.422 -1.430  0.00
C -0.433 4.286 0.275  0.00
F -0.097 4.444 1.547  0.00
F -1.467 5.057 -0.017  0.00
F 0.599 4.613 -0.497  0.00
F 2.086 -1.440 0.486  0.15
N 0.256 -1.727 2.879  0.22
C 0.526 -1.626 3.992  0.05
C 0.845 -1.487 5.357  0.33
C 0.071 -2.157 6.317  0.03
N -0.564 -2.717 7.102  0.21
C 1.915 -0.651 5.716  0.03
N 2.800 0.033 5.998  0.21
C -0.818 -0.655 -3.676  0.00
C -1.007 -0.695 -2.148  0.00
N 0.283 -0.976 -1.494  0.11
C 1.306 0.000 -1.927  0.00
C 1.577 -0.158 -3.434  0.00
N 0.573 -1.132 -3.977  0.00
C 0.806 -2.486 -3.374  0.00
C 0.714 -2.344 -1.840  0.00
H -0.905 0.354 -4.077  0.00
H -1.512 -1.308 -4.201  0.00
H -1.709 -1.479 -1.865  0.00
H -1.396 0.256 -1.797  0.00
H 2.206 -0.184 -1.346  0.00
H 0.938 0.996 -1.693  0.00
H 2.565 -0.564 -3.645  0.00
H 1.453 0.776 -3.978  0.00
H 0.687 -1.197 -4.987  0.00
H 1.790 -2.820 -3.700  0.00
H 0.052 -3.156 -3.783  0.00
H 1.667 -2.530 -1.352  0.00
H -0.017 -3.048 -1.444  0.00